[1]
# C22H37F3InN5S2Si4Te

A structure of composition C22H37F3InN5S2Si4Te in a non-equilibrium geometry (ωB97M-V/def2-TZVPD, the OMol25 dataset).

```
75
C22H37F3InN5S2Si4Te | the OMol25 dataset | ωB97M-V/def2-TZVPD
In -0.86052 -1.86355 0.44109
N -5.28306 -1.02233 -0.75858
C -4.10714 -1.51830 -0.33033
S -2.68649 -1.28984 -1.30952
N -4.18779 -2.18312 0.81482
N -2.97261 -2.53127 1.30076
C -2.95483 -3.25628 2.33894
C -1.71813 -3.64686 3.01212
C -1.84388 -4.57049 4.08321
C -0.70393 -4.96326 4.74188
C 0.47834 -4.25655 4.41533
C 0.48943 -3.31618 3.34893
N -0.58139 -3.06815 2.63930
H -5.32431 -0.43497 -1.55973
H -6.13055 -1.03261 -0.15010
H -3.84554 -3.67189 2.71866
H -2.79737 -5.09877 4.20298
H -0.63566 -5.73186 5.51259
H 1.39812 -4.44591 4.95438
H 1.39423 -2.81235 3.02348
F 2.76597 -6.40269 -2.73117
C 1.68553 -5.66397 -2.28250
F 0.93896 -6.52064 -1.56809
F 0.96683 -5.39564 -3.39360
C 2.18102 -4.51893 -1.48199
C 3.54866 -4.16752 -1.51160
C 3.96266 -2.94396 -0.90392
C 2.95348 -2.14892 -0.35052
N 1.66188 -2.53830 -0.24029
C 1.29413 -3.67710 -0.76817
S -0.42562 -4.03404 -0.63235
H 4.15868 -4.93247 -1.98288
H 5.01951 -2.65551 -0.82479
H 3.19102 -1.17784 0.09728
C 2.24331 4.79440 -0.26093
Si 1.93482 3.06029 0.46839
C 1.92718 3.37073 2.33900
C 3.22690 1.87311 0.01150
Si -0.05683 2.14545 -0.23740
Te -0.00202 0.45360 1.53633
Si 0.35428 1.60492 -2.44546
C 1.22211 -0.02591 -2.50799
C 1.32720 3.00510 -3.18363
C -1.19170 1.58337 -3.58630
Si -1.84609 3.47910 0.25535
C -1.70826 3.97180 2.01500
C -1.72656 5.04251 -0.66747
C -3.43452 2.57908 -0.18137
H 3.25839 5.15094 -0.30277
H 1.67487 5.52813 0.36711
H 1.82254 4.92496 -1.27263
H 2.89477 3.17405 2.86560
H 1.19322 2.82057 2.81340
H 1.66170 4.44694 2.56289
H 4.23722 2.09262 0.48071
H 3.42520 1.72079 -0.99587
H 2.86570 0.91108 0.48503
H 2.23993 0.03848 -2.07994
H 1.44194 -0.44444 -3.48784
H 0.70059 -0.76338 -1.84935
H 2.22203 3.35690 -2.61951
H 0.71993 3.92389 -3.06202
H 1.52815 2.90696 -4.25892
H -1.99125 0.88501 -3.35229
H -0.82268 1.50210 -4.67190
H -1.56222 2.61821 -3.54248
H -0.70119 4.40764 2.06655
H -1.76480 3.05899 2.63295
H -2.39416 4.79607 2.36014
H -0.78975 5.51978 -0.21564
H -2.51381 5.79342 -0.71462
H -1.37222 4.97236 -1.72467
H -3.61987 1.65873 0.33298
H -3.40976 2.30394 -1.27716
H -4.24393 3.24975 0.03960
```

E_LUMO: -0.566 eV
Frontier orbital gap: 7.03 eV
Strongest force on any atom: 3.465 eV Å⁻¹

Here are the Löwdin charges for atoms 1 to 8, given in e: 0.05 0.08 -0.84 0.59 0.00 -0.10 -0.09 -0.25

[2]
# CaH14NO10

A structure of composition CaH14NO10 in a non-equilibrium geometry (ωB97M-V/def2-TZVPD, the OMol25 dataset).

```
26
CaH14NO10 | the OMol25 dataset | ωB97M-V/def2-TZVPD
Ca -0.01700 -23.03200 -9.81800
N 0.19800 -26.30100 -8.29500
O 0.99800 -26.55100 -7.34000
O -1.03200 -26.49800 -8.08700
O 0.47000 -25.35300 -9.08800
O 1.56600 -24.00400 -11.43000
H 1.91900 -24.07000 -12.32000
H 1.53800 -24.87400 -11.08500
O -0.17700 -22.44000 -7.47700
H -0.95200 -22.10900 -7.01700
H 0.38100 -22.62800 -6.69200
O -1.29200 -23.40700 -11.97900
H -0.98500 -23.43700 -12.87600
H -2.08700 -22.82700 -12.08500
O -2.21500 -24.07100 -9.16100
H -3.05100 -24.08200 -9.61800
H -2.21100 -24.94100 -8.72300
O 2.30400 -22.92100 -8.91600
H 2.88300 -22.99200 -9.71000
H 2.24100 -21.95200 -8.83800
O 1.11700 -21.09200 -10.40300
H 1.15700 -20.20300 -10.09600
H 1.61500 -21.01100 -11.25400
O -1.72300 -21.13800 -9.77800
H -1.66700 -20.25800 -9.44300
H -2.44800 -21.18300 -10.40000
```

Relative energy (zero: lowest compared OMol25 entry of this formula, charge and spin): 29.84 kcal/mol
Charge: +1
E_LUMO: -3.938 eV
Frontier orbital gap: 7.25 eV
Strongest force on any atom: 6.876 eV Å⁻¹

Here are the natural (NBO) charges for atoms 1 to 8, given in e: 1.82 0.70 -0.43 -0.52 -0.71 -1.01 0.50 0.52

[3]
# ArH16HeNeO8Xe

A structure of composition ArH16HeNeO8Xe (ωB97M-V/def2-TZVPD, the OMol25 dataset).

```
28
ArH16HeNeO8Xe | the OMol25 dataset | ωB97M-V/def2-TZVPD
He -1.83628 2.90968 0.69288
Ne 0.31238 -0.28015 0.13896
Ar 2.91432 -0.32135 1.68780
Xe -0.41015 -3.70436 1.23438
O -0.81234 0.40163 2.51825
H -1.39848 -0.25978 2.15054
H -0.08825 -0.10057 2.89206
O -3.00406 -1.48215 1.57650
H -3.70546 -2.00452 1.18741
H -2.79078 -1.93605 2.39179
O 0.64881 2.71932 1.84353
H -0.06814 2.09423 1.95064
H 1.39059 2.31279 2.29157
O 4.56701 -1.24546 -1.30122
H 5.07124 -0.67222 -1.87860
H 3.70103 -0.84003 -1.25711
O 1.97300 -0.59532 -2.24368
H 1.16724 -0.07871 -2.25388
H 1.69794 -1.47416 -2.50486
O -0.72072 0.73083 -2.02218
H -1.20233 1.03474 -2.79155
H -1.18520 -0.05881 -1.74477
O -2.49015 -1.30873 -1.22592
H -3.37655 -1.64824 -1.34945
H -2.32808 -1.39702 -0.28668
O 0.84891 2.63649 -0.81206
H 0.32578 1.86393 -1.02587
H 0.79865 2.70399 0.14143
```

E_LUMO: -0.432 eV
Frontier orbital gap: 9.20 eV
Strongest force on any atom: 0.844 eV Å⁻¹

Here are the natural (NBO) charges for atoms 1 to 8, given in e: 0.00 0.00 0.00 0.00 -0.95 0.48 0.47 -0.96

[4]
# C2H3N3O2

A structure of composition C2H3N3O2 in a non-equilibrium geometry (ωB97M-V/def2-TZVPD, the OMol25 dataset).

```
10
C2H3N3O2 | the OMol25 dataset | ωB97M-V/def2-TZVPD
N 1.65853 -0.54301 -0.01416
C 0.34020 -0.53538 0.19379
N -0.28008 -0.87907 1.28897
O -0.82885 0.55517 1.20953
C -1.36731 0.78958 -0.04693
O -2.33447 1.46987 -0.23000
N -0.48018 0.13446 -0.86692
H 1.96976 0.15962 -0.66449
H 2.25655 -0.70473 0.78810
H -0.75965 -0.17556 -1.80446
```

Relative energy (zero: lowest compared OMol25 entry of this formula, charge and spin): 85.19 kcal/mol
E_LUMO: 0.287 eV
Frontier orbital gap: 9.34 eV
Strongest force on any atom: 2.400 eV Å⁻¹

Here are the natural (NBO) charges for atoms 1 to 8, given in e: -0.76 0.64 -0.31 -0.41 0.87 -0.56 -0.72 0.41

[5]
# C15H19N7O4RbS2

A structure of composition C15H19N7O4RbS2 (ωB97M-V/def2-TZVPD, the OMol25 dataset).

```
48
C15H19N7O4RbS2 | the OMol25 dataset | ωB97M-V/def2-TZVPD
Rb -0.51998 -0.61831 -1.28615
O 2.64212 -4.36872 -1.96485
C 1.88608 -3.28123 -2.13587
O 0.70305 -3.23057 -1.93647
C 2.71519 -2.11263 -2.62190
C 4.06394 -2.26255 -2.92600
C 4.76923 -1.14956 -3.34204
C 4.10485 0.06133 -3.43972
C 2.75131 0.10871 -3.12967
N 2.07027 -0.95914 -2.72764
C 1.94550 1.39232 -3.17911
O 2.50878 2.46365 -3.74213
O 0.84226 1.47947 -2.71086
H 2.06260 -5.08628 -1.66367
H 4.53972 -3.22621 -2.82779
H 5.82213 -1.21730 -3.57789
H 4.65913 0.94366 -3.73188
H 3.35279 2.26214 -4.16305
C 1.05371 -0.27102 5.24718
C 2.00871 -0.59457 4.09629
C 1.72107 0.19619 2.86444
N 1.33689 -0.29711 1.74427
N 1.09798 0.65042 0.77584
C 1.32173 1.85838 1.18879
N 1.22821 2.95205 0.37590
S 1.86800 1.94436 2.83159
H 1.28191 -0.89279 6.11118
H 0.02068 -0.45496 4.95240
H 1.14115 0.77247 5.55242
H 1.92533 -1.64508 3.81679
H 3.04057 -0.41968 4.40767
H 0.80761 2.77736 -0.52644
H 0.99722 3.83553 0.79721
C -5.19654 2.28104 2.24104
C -4.74669 2.36016 0.78081
C -4.50405 1.01995 0.17112
N -3.36827 0.57595 -0.22574
N -3.42234 -0.71734 -0.72449
C -4.61931 -1.21188 -0.68993
N -4.93800 -2.44480 -1.17643
S -5.81326 -0.12577 -0.06089
H -5.33501 3.28174 2.64682
H -4.45267 1.76233 2.84562
H -6.14337 1.74782 2.33490
H -3.81120 2.91526 0.70272
H -5.49215 2.89499 0.18889
H -4.15775 -3.06088 -1.33771
H -5.76911 -2.88887 -0.82557
```

Relative energy (zero: lowest compared OMol25 entry of this formula, charge and spin): 1.37 kcal/mol
Charge: +1
E_LUMO: -2.926 eV
Frontier orbital gap: 8.34 eV
Strongest force on any atom: 0.509 eV Å⁻¹

Here are the natural (NBO) charges for atoms 1 to 8, given in e: 0.95 -0.66 0.78 -0.59 0.07 -0.17 -0.16 -0.20

[6]
# C5H10O

The molecule C5H10O in a non-equilibrium geometry (ωB97M-V/def2-TZVPD, the OMol25 dataset).

```
16
C5H10O | the OMol25 dataset | ωB97M-V/def2-TZVPD
C 0.52479 -1.18223 -2.02335
C 0.87113 -0.48713 -0.70741
C -0.32267 0.24366 -0.10822
C -0.09071 1.20439 1.04956
C -0.89933 1.20287 2.12377
O -1.19754 -0.01509 2.64815
H 1.39518 -1.69638 -2.44275
H -0.27052 -1.92466 -1.88513
H 0.17322 -0.46118 -2.77204
H 1.24664 -1.21851 0.01920
H 1.68112 0.23357 -0.87245
H -0.75141 0.89863 -0.88629
H -1.12313 -0.47375 0.12555
H 0.53549 2.06049 0.84876
H -0.40175 -0.43317 2.25853
H -1.37051 2.04850 2.62411
```

Relative energy (zero: lowest compared OMol25 entry of this formula, charge and spin): 41.32 kcal/mol
SMILES: CCC/C=C\O
E_LUMO: 0.906 eV
Frontier orbital gap: 9.27 eV
Strongest force on any atom: 1.558 eV Å⁻¹

Here are the natural (NBO) charges for atoms 1 to 8, given in e: -0.61 -0.39 -0.43 -0.37 0.17 -0.67 0.21 0.20

Question: Which of these has the lowest E_LUMO?
Answer: CaH14NO10

Question: Which of these has the lowest frontier orbital gap?
Answer: C22H37F3InN5S2Si4Te

Question: frontier orbital gap of number 4 (C2H3N3O2)?
Answer: 9.34 eV

Question: The lowest frontier orbital gap belongs to which entry?
Answer: C22H37F3InN5S2Si4Te